[1]
Density functional theory data (ωB97M-V/def2-TZVPD) for the ion C2H3N6O3 with charge -1.

Atoms and positions in Å:
C  2.180  -0.003  -0.117
O  1.457  0.771  0.834
N  0.228  1.106  0.412
N  -0.062  2.389  0.049
N  -1.306  2.357  -0.299
N  -1.853  1.190  -0.179
C  -0.895  0.317  0.255
N  -0.951  -0.939  0.652
N  -1.717  -1.855  0.094
O  -1.999  -2.921  0.682
O  -2.088  -1.740  -1.103
H  3.237  -0.084  0.169
H  2.117  0.366  -1.075
H  1.651  -0.954  -0.374

As for the HOMO energy: -0.17495 hartree. The total charge is -1. As for the SMILES: COn1nnnc1N=[N+]([O-])[O-]. The value obtained for the energy above the lowest of the compared OMol25 structures with the same formula, charge and spin is 0.0000 eV. As for the LUMO energy: 3.51 eV.

[2]
Density functional theory data (ωB97M-V/def2-TZVPD) for the molecule C11H16N2O.

Atoms and positions in Å:
C  1.783  -1.839  -0.587
N  1.281  -0.891  0.396
C  1.166  -1.438  1.715
C  0.415  -0.378  2.471
C  -0.612  0.141  1.428
C  -2.030  -0.318  1.736
O  -2.945  -0.027  0.683
C  -0.073  -0.424  0.073
C  -0.066  0.544  -1.059
C  0.954  1.481  -1.257
C  0.859  2.330  -2.357
C  -0.289  2.317  -3.157
N  -1.290  1.480  -2.935
C  -1.154  0.620  -1.930
H  2.748  -2.263  -0.291
H  1.938  -1.330  -1.539
H  1.092  -2.692  -0.742
H  0.564  -2.378  1.760
H  2.158  -1.655  2.108
H  1.106  0.427  2.757
H  -0.062  -0.732  3.397
H  -0.582  1.244  1.414
H  -2.050  -1.421  1.847
H  -2.405  0.124  2.680
H  -2.911  0.910  0.551
H  -0.697  -1.284  -0.215
H  1.797  1.523  -0.577
H  1.697  2.995  -2.560
H  -0.389  2.954  -4.039
H  -2.003  -0.022  -1.771

As for the HOMO energy: -0.33108 hartree. The total charge is 0. As for the SMILES: CN1CC[C@H](CO)[C@H]1c1cccnc1. The value obtained for the energy above the lowest of the compared OMol25 structures with the same formula, charge and spin is 0.0000 eV. As for the LUMO energy: 0.90 eV.

[3]
Density functional theory data (ωB97M-V/def2-TZVPD) for a cluster of 3 separate species, C17H35N2O8 in total.

Atoms and positions in Å:
O  -0.232  -1.845  1.421
C  0.098  -0.810  0.892
O  1.278  -0.216  1.310
C  -0.776  -0.084  -0.213
C  -2.236  0.020  0.358
N  -2.915  1.208  0.140
C  -4.200  1.072  0.767
C  -4.221  -0.245  1.365
N  -2.981  -0.880  1.061
H  1.173  0.755  1.406
H  -0.720  -0.571  -1.224
H  -0.393  0.983  -0.254
H  -2.593  2.033  -0.371
H  -5.014  1.834  0.781
H  -5.062  -0.671  1.955
H  -2.691  -1.826  1.320
C  1.610  -0.058  5.144
O  2.533  1.009  5.208
C  3.169  1.249  3.961
C  3.650  2.688  3.875
O  2.605  3.615  3.580
C  1.693  3.896  4.642
C  2.298  4.747  5.746
O  3.083  3.944  6.616
C  4.070  4.696  7.297
H  2.117  -0.992  4.886
H  1.145  -0.164  6.125
H  0.822  0.158  4.412
H  2.482  1.047  3.133
H  4.028  0.570  3.893
H  4.346  2.758  3.034
H  4.203  2.988  4.766
H  1.250  2.979  5.034
H  0.884  4.469  4.181
H  1.496  5.198  6.345
H  2.908  5.543  5.301
H  4.757  5.160  6.582
H  4.640  4.014  7.926
H  3.606  5.462  7.926
C  1.013  -4.815  -5.506
O  -0.315  -4.328  -5.538
C  -0.890  -4.242  -4.243
C  -2.001  -3.204  -4.223
O  -1.520  -1.860  -4.156
C  -0.939  -1.342  -5.356
C  -1.960  -1.050  -6.442
O  -2.319  -2.247  -7.118
C  -3.593  -2.160  -7.727
H  1.041  -5.831  -5.101
H  1.393  -4.828  -6.527
H  1.650  -4.153  -4.909
H  -0.130  -3.976  -3.500
H  -1.307  -5.227  -3.998
H  -2.578  -3.349  -3.305
H  -2.695  -3.332  -5.055
H  -0.137  -1.987  -5.716
H  -0.478  -0.393  -5.065
H  -1.525  -0.369  -7.184
H  -2.847  -0.581  -5.996
H  -4.365  -1.976  -6.972
H  -3.804  -3.116  -8.206
H  -3.606  -1.369  -8.483

As for the HOMO energy: -0.40679 hartree. The total charge is +1. The value obtained for the energy above the lowest of the compared OMol25 structures with the same formula, charge and spin is 1.3702 eV. As for the LUMO energy: -3.46 eV.

[4]
Density functional theory data (ωB97M-V/def2-TZVPD) for the molecule C5H11NO.

Atoms and positions in Å:
C  -1.994  0.473  -0.863
C  -1.446  -0.460  0.216
N  -0.004  -0.300  0.404
C  0.489  0.329  1.614
C  0.791  -0.613  -0.665
C  2.218  -0.100  -0.653
O  0.349  -1.227  -1.627
H  -3.053  0.271  -1.052
H  -1.447  0.311  -1.795
H  -1.892  1.525  -0.573
H  -1.653  -1.502  -0.046
H  -1.924  -0.253  1.179
H  -0.130  0.017  2.461
H  1.510  0.006  1.830
H  0.477  1.427  1.569
H  2.660  -0.360  -1.615
H  2.820  -0.533  0.150
H  2.229  0.990  -0.532

As for the HOMO energy: -0.33593 hartree. The total charge is 0. As for the SMILES: CCN(C)C(C)=O. The value obtained for the energy above the lowest of the compared OMol25 structures with the same formula, charge and spin is 0.4227 eV. As for the LUMO energy: 0.89 eV.

[5]
Density functional theory data (ωB97M-V/def2-TZVPD) for the molecule C3H8NO2.

Atoms and positions in Å:
C  -0.766  0.543  -0.288
C  0.103  0.842  0.985
O  0.100  2.269  1.189
N  -0.228  -0.535  -1.218
C  0.594  -1.610  -0.413
O  0.365  -2.313  0.792
H  -1.860  0.329  0.063
H  -0.774  1.521  -1.000
H  1.165  0.429  0.813
H  -0.278  0.385  1.913
H  0.033  2.677  0.330
H  -0.969  -1.125  -1.686
H  1.548  -1.153  -0.216
H  0.968  -2.258  -1.265

As for the HOMO energy (alpha / beta): -0.36399 / -0.36323 hartree. The total charge is 0. Its multiplicity is 2. The value obtained for the energy above the lowest of the compared OMol25 structures with the same formula, charge and spin is 2.0427 eV. As for the LUMO energy (alpha / beta): 0.88 / -1.71 eV.

[6]
Density functional theory data (ωB97M-V/def2-TZVPD) for a structure of composition C47H40BrCl3F3GeN4O2PSSn.

Atoms and positions in Å:
Sn  -0.741  -0.394  -0.010
C  0.117  1.131  -5.749
C  0.641  1.024  -4.342
N  -0.108  0.923  -3.310
N  -1.466  0.978  -3.570
C  -2.140  1.332  -2.532
N  -3.477  1.562  -2.616
S  -1.498  1.746  -0.934
C  2.117  1.042  -4.134
C  2.977  0.603  -5.138
C  4.343  0.593  -4.905
C  4.817  1.042  -3.686
C  3.889  1.486  -2.754
N  2.579  1.488  -2.960
H  -0.797  1.719  -5.757
H  0.846  1.586  -6.417
H  -0.139  0.141  -6.138
H  -3.921  1.344  -3.494
H  -3.999  1.405  -1.764
H  2.583  0.241  -6.077
H  5.024  0.237  -5.667
H  5.875  1.058  -3.460
H  4.218  1.862  -1.788
Cl  1.997  -1.685  2.310
C  2.794  -0.239  2.808
C  4.042  -0.364  3.407
C  4.686  0.762  3.884
C  4.082  2.008  3.769
C  2.847  2.120  3.160
C  2.180  1.000  2.655
P  0.532  1.245  1.879
C  -0.520  1.566  3.325
C  -1.669  2.344  3.180
C  -2.471  2.610  4.275
C  -2.152  2.078  5.518
C  -1.032  1.274  5.660
C  -0.213  1.020  4.566
C  0.792  2.845  1.061
C  0.535  4.081  1.650
C  0.846  5.249  0.968
C  1.422  5.188  -0.294
C  1.683  3.958  -0.881
C  1.361  2.791  -0.210
H  4.484  -1.346  3.499
H  5.657  0.665  4.353
H  4.576  2.892  4.149
H  2.393  3.097  3.063
H  -1.939  2.736  2.207
H  -3.362  3.213  4.155
H  -2.789  2.277  6.370
H  -0.787  0.843  6.622
H  0.665  0.399  4.690
H  0.092  4.138  2.635
H  0.638  6.207  1.426
H  1.659  6.102  -0.824
H  2.114  3.896  -1.872
H  1.534  1.846  -0.716
Br  -7.029  -0.048  6.318
C  -5.984  0.006  4.735
C  -6.539  0.522  3.574
C  -5.767  0.558  2.424
C  -4.452  0.110  2.443
C  -3.916  -0.405  3.617
C  -4.684  -0.469  4.768
C  -3.626  0.164  1.187
O  -4.176  0.236  0.087
O  -2.356  0.113  1.401
H  -7.558  0.883  3.572
H  -6.176  0.938  1.497
H  -2.891  -0.753  3.623
H  -4.275  -0.874  5.684
Cl  -2.898  -2.238  -1.766
C  -4.477  -1.568  -2.210
Cl  -5.468  -2.781  -3.037
H  -4.299  -0.754  -2.898
H  -4.975  -1.244  -1.306
Ge  1.037  -1.746  -1.457
C  0.117  -2.954  -2.687
C  -0.159  -2.517  -3.982
C  -0.818  -3.339  -4.883
C  -1.211  -4.614  -4.499
C  -0.929  -5.066  -3.219
C  -0.272  -4.240  -2.318
C  2.514  -2.706  -0.601
C  3.764  -2.098  -0.743
C  4.912  -2.690  -0.236
C  4.828  -3.910  0.421
C  3.595  -4.531  0.556
C  2.448  -3.935  0.050
H  1.770  -0.711  -2.299
H  0.132  -1.519  -4.282
H  -1.036  -2.983  -5.882
H  -1.737  -5.253  -5.197
H  -1.235  -6.059  -2.915
H  -0.084  -4.600  -1.315
H  3.845  -1.144  -1.254
H  5.870  -2.201  -0.357
H  5.719  -4.378  0.820
H  3.520  -5.486  1.061
H  1.500  -4.439  0.183
F  -0.430  -3.283  0.864
C  -1.188  -2.216  1.310
F  -2.463  -2.656  1.278
F  -0.879  -2.085  2.623

As for the HOMO energy: -0.29653 hartree. The total charge is 0. The value obtained for the energy above the lowest of the compared OMol25 structures with the same formula, charge and spin is 1.0672 eV. As for the LUMO energy: -0.15 eV.